(1)
Molecular formula: C20H39Br2N5O2
Method: DFT, ωB97M-V/def2-TZVPD

Geometry (Å):
C (-8.7701, -24.9905, 11.8765)
N (-8.0871, -24.8590, 13.2190)
C (-7.7309, -26.1306, 13.8029)
C (-7.9116, -23.7609, 13.9588)
O (-7.5375, -23.8147, 15.1191)
H (-9.5349, -24.2369, 11.6888)
H (-9.2491, -25.9653, 11.7846)
H (-7.9890, -24.9166, 11.1198)
H (-7.0881, -26.0081, 14.6746)
H (-8.6079, -26.7213, 14.0674)
H (-7.1150, -26.6600, 13.0758)
H (-8.2262, -22.8767, 13.3832)
C (-5.6395, -34.8960, 10.4857)
N (-4.8231, -34.5652, 11.6105)
C (-4.5673, -33.1019, 11.6035)
C (-4.6306, -35.2900, 12.7095)
O (-4.1217, -34.8394, 13.7215)
H (-5.6878, -35.9848, 10.5029)
H (-5.2174, -34.6226, 9.5187)
H (-6.6553, -34.5103, 10.5714)
H (-5.5152, -32.5637, 11.5977)
H (-4.1915, -32.7829, 12.5756)
H (-3.8273, -32.8351, 10.8490)
H (-4.9586, -36.3232, 12.5165)
Br (-8.4332, -29.7708, 17.4289)
C (-9.1374, -30.7528, 15.8536)
C (-8.3666, -32.0915, 15.7983)
Br (-8.9110, -33.0760, 14.1631)
H (-8.8137, -30.1810, 14.9839)
H (-10.2180, -30.8906, 15.8911)
H (-8.7461, -32.5954, 16.6872)
H (-7.2803, -32.0592, 15.8823)
C (-2.6299, -29.0091, 16.7053)
C (-1.6564, -28.9283, 15.5879)
C (-0.3500, -29.7573, 15.9004)
C (0.5300, -29.1430, 16.9860)
N (1.1921, -28.6329, 17.8222)
H (-3.0972, -28.0364, 16.8591)
H (-2.2458, -29.2215, 17.7030)
H (-3.4726, -29.6086, 16.3608)
H (-1.4151, -27.9008, 15.3158)
H (-2.0478, -29.3014, 14.6415)
H (0.1825, -29.9014, 14.9602)
H (-0.5649, -30.7637, 16.2596)
C (-14.0091, -28.5831, 16.5108)
C (-14.9582, -28.6548, 17.6948)
C (-16.4111, -29.2556, 17.5299)
C (-17.0678, -28.8920, 16.2393)
N (-17.5939, -28.6842, 15.2586)
H (-13.1052, -28.3261, 17.0631)
H (-14.2246, -27.7877, 15.7973)
H (-14.1044, -29.6019, 16.1351)
H (-15.0294, -27.6356, 18.0748)
H (-14.4184, -29.1490, 18.5025)
H (-17.0110, -28.8418, 18.3405)
H (-16.3983, -30.3401, 17.6380)
C (-11.1259, -37.8295, 14.8821)
C (-11.5708, -39.2966, 14.5080)
C (-10.5932, -40.4266, 14.9678)
C (-9.2837, -40.4468, 14.3118)
N (-8.2889, -40.4259, 13.7346)
H (-11.0526, -37.7156, 15.9637)
H (-11.9556, -37.1389, 14.7316)
H (-10.2748, -37.5551, 14.2589)
H (-11.5513, -39.3042, 13.4182)
H (-12.6212, -39.3899, 14.7839)
H (-11.1360, -41.3560, 14.7958)
H (-10.4509, -40.3429, 16.0452)

Atomic forces in eV per Å
C 1.10 0.65 0.93
N -1.02 -1.51 -1.28
C 0.75 -0.36 -0.10
C -0.74 -0.12 0.28
O 0.15 0.87 -0.45
H 0.18 0.16 0.28
H 0.12 0.04 0.31
H -0.19 -0.04 -0.25
H -0.36 0.24 0.01
H -0.03 -0.05 0.01
H -0.19 -0.35 -0.14
H 0.22 0.46 0.40
C -0.24 -1.99 0.12
N 0.14 3.50 -1.41
C 0.22 -0.55 1.68
C 0.30 0.07 0.37
O -0.24 -0.72 -0.03
H -0.38 -0.19 -0.36
H 0.21 0.27 0.21
H -0.03 0.19 0.00
H -0.09 0.01 -0.91
H 0.46 -0.41 -0.01
H -0.44 0.10 -0.20
H 0.07 -0.25 0.57
Br -0.54 -0.32 -0.52
C 1.88 -0.23 -0.69
C -1.41 0.18 0.83
Br 0.30 0.37 0.74
H -0.47 0.32 0.18
H 0.27 0.13 0.22
H 0.21 -0.78 -0.35
H -0.23 0.33 -0.45
C -1.74 1.08 0.22
C 2.04 -0.44 -0.34
C 0.13 0.88 0.44
C 1.21 1.31 1.19
N -2.21 -1.74 -2.71
H -0.04 0.24 -0.08
H 0.14 -0.65 -0.28
H 0.09 -0.58 0.76
H 0.44 0.07 0.38
H -0.18 -0.42 0.17
H 0.50 0.23 0.26
H -0.39 0.02 -0.01
C -0.80 -0.45 1.07
C -1.01 1.05 0.49
C 0.90 0.87 -0.37
C 1.37 -0.87 2.61
N -0.88 0.52 -1.80
H 0.65 -0.42 -0.90
H -0.21 -0.37 -0.11
H 1.07 0.20 -0.84
H -0.49 0.14 0.10
H -0.39 -0.52 0.00
H -0.15 -0.16 -0.05
H -0.05 0.02 -0.19
C -1.07 -1.16 0.12
C 1.16 1.67 -0.71
C -1.34 0.50 0.53
C -0.24 0.28 -0.39
N -0.23 -0.04 0.27
H 1.03 -0.21 0.05
H -0.04 -0.02 -0.79
H 0.14 0.27 0.63
H -0.22 -0.19 -0.14
H 0.26 -0.74 0.42
H 0.40 -0.26 -0.06
H 0.15 -0.08 0.06

Values from the calculation:
gap between HOMO and LUMO: 9.6 eV
E_HOMO: -9.48 eV
charge: 0
calculated total energy: -6357.638832 Eh
relative energy (zero: lowest compared OMol25 entry of this formula, charge and spin): 0.0 kJ/mol

(2)
Molecular formula: C20H39ClF6NO8P2
Method: DFT, ωB97M-V/def2-TZVPD

Geometry (Å):
C (2.3814, -2.8216, -0.3932)
C (2.5515, -1.9851, -1.6826)
N (1.5059, -0.9700, -1.7382)
P (1.5233, 0.0641, -3.1825)
Cl (1.0909, -1.6521, -4.5164)
P (1.2574, 1.5072, -4.9444)
O (0.1502, 0.8053, -5.9923)
O (2.6898, 1.2711, -5.8133)
O (1.7789, 1.5083, -2.2567)
C (0.6500, 1.9215, -1.5577)
C (0.5888, 3.4150, -1.2979)
C (1.2312, 3.8105, 0.0273)
C (0.4214, 3.3826, 1.2220)
F (1.2044, 3.4946, 2.3785)
C (-0.6296, 1.1621, -2.0421)
C (-1.7736, 1.9854, -2.6515)
C (-3.0763, 1.8988, -1.8173)
C (-4.1545, 0.9551, -2.3422)
C (-3.7728, -0.4625, -2.6986)
F (-4.9387, -1.0836, -3.0983)
F (-2.9488, -0.5316, -3.7444)
C (-3.1858, -1.3361, -1.5300)
F (-3.9974, -2.4049, -1.2974)
F (-1.9905, -1.8055, -1.8227)
F (-3.1300, -0.6500, -0.3710)
O (-0.2021, 0.2861, -3.0583)
H (3.1947, -2.6680, 0.3080)
H (1.4586, -2.5406, 0.1014)
H (2.2736, -3.8733, -0.6371)
H (3.5532, -1.5449, -1.6627)
H (2.4920, -2.6661, -2.5195)
H (1.6574, -0.4043, -0.9095)
H (2.9049, -0.1471, -3.4472)
H (-0.4085, 1.5083, -6.3324)
H (2.5011, 1.6368, -6.6858)
H (0.8138, 1.4980, -0.5528)
H (1.1416, 3.9391, -2.0723)
H (-0.4232, 3.8146, -1.3059)
H (2.2205, 3.3762, 0.1253)
H (1.3464, 4.8885, 0.0892)
H (0.0980, 2.3486, 1.1607)
H (-0.4385, 4.0238, 1.3909)
H (-0.9435, 0.5666, -1.1809)
H (-1.4824, 3.0289, -2.6697)
H (-1.9473, 1.6980, -3.6777)
H (-2.8204, 1.6895, -0.7876)
H (-3.5275, 2.8888, -1.8032)
H (-4.5871, 1.3678, -3.2468)
H (-4.9692, 0.8817, -1.6272)
O (-5.3333, 0.6346, 5.6445)
C (-5.0656, -0.2944, 4.9321)
O (-4.6371, -0.0583, 3.6823)
C (-4.1503, -1.0891, 2.8126)
C (-5.2774, -1.7910, 2.0851)
C (-5.2691, -1.7215, 5.3920)
H (-3.5109, -1.7838, 3.3588)
H (-3.5139, -0.5834, 2.0911)
H (-5.9496, -2.2994, 2.7778)
H (-4.8788, -2.5269, 1.3872)
H (-5.8718, -1.0666, 1.5282)
H (-6.3161, -1.9861, 5.2527)
H (-5.0304, -1.7726, 6.4514)
H (-4.6452, -2.4498, 4.8802)
O (3.9905, -0.0239, 1.2563)
C (4.8119, -0.4181, 2.0296)
O (5.5649, -1.4892, 1.6928)
C (6.6683, -1.9454, 2.4687)
C (6.2295, -2.8587, 3.5958)
C (4.9722, 0.2051, 3.3992)
H (7.2649, -1.1039, 2.8262)
H (7.2956, -2.4993, 1.7719)
H (5.5842, -2.3400, 4.3049)
H (7.0959, -3.2423, 4.1363)
H (5.6633, -3.6998, 3.1960)
H (4.2200, -0.2170, 4.0638)
H (4.7978, 1.2737, 3.3049)
H (5.9573, 0.0710, 3.8415)

Atomic forces in eV per Å
C -0.12 0.16 -0.28
C -0.08 -0.26 0.95
N 0.37 -0.44 -0.42
P -0.80 0.17 -0.13
Cl 0.10 -0.29 0.06
P 0.05 0.04 -0.12
O 0.24 -0.07 -0.08
O -0.53 -0.01 0.08
O -0.07 0.21 -0.77
C -0.02 -0.73 1.79
C 0.41 0.52 -0.19
C -0.11 -0.03 0.22
C 0.15 0.04 0.21
F 0.08 0.01 0.19
C 0.74 -0.26 -1.59
C -0.42 0.31 1.15
C 0.29 0.41 -0.52
C 0.27 0.02 0.26
C -0.59 -0.08 0.11
F 0.06 0.00 0.05
F 0.26 0.03 -0.10
C -0.20 -0.83 -0.25
F 0.29 0.43 0.07
F -0.09 0.22 0.20
F 0.02 -0.06 -0.10
O 0.36 0.29 0.23
H 0.19 -0.10 0.10
H -0.22 0.14 0.12
H 0.20 -0.29 0.08
H 0.17 0.06 -0.20
H -0.13 0.19 -0.40
H -0.08 0.28 -0.10
H 0.09 0.25 0.08
H -0.02 0.04 0.09
H 0.29 -0.04 0.00
H -0.21 -0.03 0.19
H -0.08 -0.01 -0.39
H -0.20 -0.07 -0.05
H 0.22 -0.20 -0.10
H 0.10 0.26 -0.10
H -0.06 -0.18 -0.04
H -0.27 0.09 -0.12
H -0.41 0.00 0.10
H 0.04 0.18 -0.18
H 0.13 -0.29 -0.22
H -0.01 -0.19 0.27
H -0.22 0.12 0.03
H -0.02 0.01 -0.31
H -0.12 -0.04 0.18
O 0.00 0.07 -0.01
C -0.17 -0.15 0.04
O 0.16 0.19 -0.02
C -0.04 -0.19 -0.19
C -0.12 -0.01 0.11
C 0.39 -0.12 0.06
H -0.05 0.00 0.04
H 0.00 0.14 0.08
H 0.05 -0.05 0.01
H 0.02 0.04 -0.03
H 0.06 0.01 -0.06
H -0.02 0.00 -0.01
H -0.15 0.10 0.04
H -0.12 0.00 -0.09
O -0.04 -0.02 -0.12
C -0.17 0.06 0.23
O 0.08 -0.05 -0.25
C 0.06 -0.08 0.16
C -0.12 0.03 0.04
C 0.39 0.17 -0.04
H -0.04 0.01 0.04
H -0.06 0.02 -0.09
H 0.05 0.04 0.03
H 0.01 -0.01 -0.02
H 0.05 -0.02 -0.03
H -0.02 -0.01 0.00
H -0.19 -0.03 -0.04
H -0.07 -0.11 0.05

Values from the calculation:
gap between HOMO and LUMO: 5.8 eV
E_HOMO: -3.57 eV
charge: -1
calculated total energy: -3184.361288 Eh

| no. | F_max (eV/Å) |
| --- | --- |
| 1 | 3.9 |
| 2 | 1.9 |